A structure of composition C7H6O, computed with wB97M-V/def2-TZVPD.

Last column: Mulliken charge in e.
CARTESIAN COORDINATES (ANGSTROEM)
1 C -1.088 2.389 -0.657  -0.245
2 C -0.771 1.205 -0.500  -1.234
3 C -0.256 -0.030 -0.269  2.596
4 C 0.613 0.031 0.818  -0.733
5 C 1.704 -0.424 -0.207  -0.426
6 C -1.258 -1.083 -0.357  -1.241
7 C -1.951 -2.065 -0.041  -0.092
8 H -1.070 3.466 -1.020  0.354
9 H 0.357 -0.675 1.794  0.257
10 H 0.808 1.026 1.234  0.275
11 H 2.478 0.521 -0.091  0.277
12 H 2.099 -1.461 0.028  0.288
13 H -2.525 -2.915 0.512  0.343
14 O 0.861 0.013 -1.245  -0.419

Output
F_max ... 0.1797 hartree/bohr
E_LUMO ... 0.87 eV